# 1
Below is a molecular structure, C17H15GeNS4SeY, with properties calculated with ωB97M-V/def2-TZVPD.

The geometry in XYZ format:
```
40
Properties=species:S:1:pos:R:3:forces:R:3
Y 1.373075 0.828837 0.457746 0.3007 -0.5336 -0.1628
S 0.893577 2.315199 -1.819321 0.2125 -0.0024 0.1041
S 2.429629 3.581727 -1.904218 -0.0140 -0.0979 0.1571
S 3.856436 3.142390 -0.499845 -0.2279 -0.1078 -0.0826
S 3.941328 1.127225 -0.226483 -0.0319 0.1441 -0.1871
Se 0.227862 2.345095 2.354946 -0.1052 0.0682 -0.0196
C 1.146895 0.899620 3.211872 -0.1684 0.0612 0.0604
C 2.530193 0.759780 3.078366 -0.0434 -0.0769 0.0392
C 3.148931 -0.373295 3.615695 0.0147 0.0557 -0.0349
N 2.493356 -1.319977 4.263024 0.1310 -0.1235 0.0588
C 1.176587 -1.161398 4.430740 -0.1494 0.1110 -0.0324
C 0.456927 -0.094698 3.919346 0.2062 -0.0493 0.0067
H 3.129249 1.547225 2.636602 0.0339 0.0153 0.0060
H 4.222126 -0.500313 3.523199 0.0093 -0.0059 -0.0217
H 0.677488 -1.941820 4.994928 -0.0266 0.0240 -0.0066
H -0.611660 -0.022359 4.069684 -0.0116 0.0017 -0.0009
Ge -1.729538 0.040041 -0.322921 -0.3204 0.2598 -0.3087
C -2.784651 0.393188 -1.882472 0.0760 -0.0046 0.0708
C -2.238945 0.531892 -3.162694 -0.0800 -0.0005 0.1355
C -3.064274 0.784185 -4.242290 -0.1449 0.0256 -0.0552
C -4.436100 0.913964 -4.055161 0.0184 -0.0093 0.0497
C -4.982574 0.798409 -2.783192 -0.0488 0.0431 -0.2051
C -4.161105 0.546526 -1.700686 0.1029 -0.0527 0.1294
C -0.241199 -1.183157 -0.376372 0.0730 0.1951 -0.1274
C 0.645411 -1.225154 -1.476372 -0.1014 0.0998 0.2260
C 1.948426 -1.661904 -1.315836 0.2540 -0.0589 0.2447
C 2.405878 -2.067489 -0.054844 -0.0385 0.0493 -0.0381
C 1.520982 -2.105653 1.024908 0.3203 -0.0491 -0.0370
C 0.213476 -1.671685 0.861621 -0.1503 0.1780 0.0462
H -2.449036 -0.065886 1.010798 -0.1452 -0.0983 0.0516
H -1.174251 0.466116 -3.332482 0.1099 -0.0290 0.0333
H -2.639438 0.886888 -5.231468 -0.0042 0.0055 -0.0133
H -5.078007 1.113649 -4.902422 -0.0054 -0.0006 -0.0026
H -6.048115 0.906414 -2.634158 -0.0113 0.0061 -0.0221
H -4.595911 0.460903 -0.711865 -0.0015 -0.0056 0.0025
H 0.333577 -0.871372 -2.445903 -0.0944 0.0491 -0.1005
H 2.624857 -1.649797 -2.159151 0.0404 -0.0203 -0.0036
H 3.437149 -2.366249 0.077220 -0.0029 -0.0160 -0.0034
H 1.854231 -2.449709 1.995538 0.0495 -0.0155 -0.0125
H -0.452823 -1.657359 1.713913 -0.0250 -0.0348 0.0562
```
Positions in Å, forces in eV/Å.

Computed properties:
charge	+1
HOMO level (alpha / beta)	-11.5 / -10.6	eV
energy relative to the best compared isomer or geometry (same formula, charge and spin)	44.63	kcal per mole
Kohn-Sham gap (alpha / beta)	6.328 / 4.916	eV

Results of the Löwdin charge analysis, in e, for atoms 1 through 8: 0.7432 0.0582 0.0731 0.0252 0.0192 0.6369 -0.7419 -0.2001


# 2
Below is 2 unconnected molecules or ions with the total composition C8H9NO2S in a non-equilibrium geometry, with properties calculated with ωB97M-V/def2-TZVPD.

The geometry in XYZ format:
```
21
Properties=species:S:1:pos:R:3:forces:R:3
C 2.989217 1.316211 0.147935 1.4390 -1.8511 -0.2686
C 1.916625 1.884488 0.884988 1.2481 -2.1585 -1.9977
C 2.805900 0.064915 -0.465254 -2.9301 1.9590 1.2826
C 0.702327 1.265002 0.885802 1.6431 -0.5972 -0.8515
C 1.518580 -0.521494 -0.457020 2.6178 -1.4619 -1.2939
C 0.484897 0.080142 0.177590 -0.9337 0.1829 0.9528
C -4.459941 0.095498 -0.776337 1.8876 -1.2839 -0.6797
C -0.896593 -0.350281 0.216419 -1.3911 -1.0959 -0.6032
N -1.090105 -1.487217 -0.865907 2.1358 0.2843 -1.3210
O -4.929887 0.725356 0.020452 -2.5091 2.6690 2.7597
O -3.856289 -0.571496 -1.481886 0.6868 -1.4027 -2.0682
S -1.427623 -1.244205 1.802195 0.5037 1.7323 0.2299
H 4.092953 1.583159 0.103976 -1.7907 0.7148 0.4001
H 2.082039 2.801132 1.287393 0.2090 2.5113 1.5546
H 3.549365 -0.400975 -1.002379 1.7762 -0.9186 -0.9122
H -0.125249 1.633895 1.377055 -1.5429 1.1269 0.9943
H 1.517475 -1.543223 -0.945347 -0.4718 1.1995 0.5533
H -1.482725 -2.263095 -0.352075 -0.2068 -0.6496 -0.6482
H -1.614611 -1.231042 -1.694047 -1.4834 0.4913 0.7072
H -0.229695 -1.748192 -1.470753 -0.8227 -0.0844 2.2988
H -1.546653 -0.088579 2.607193 -0.0648 -1.3674 -1.0892
```
Positions in Å, forces in eV/Å.

Computed properties:
HOMO level	-6.6	eV
energy relative to the best compared isomer or geometry (same formula, charge and spin)	70.61	kcal per mole
Kohn-Sham gap	6.777	eV

Results of the Löwdin charge analysis, in e, for atoms 1 through 8: -0.0819 -0.0676 -0.0889 -0.0640 -0.0805 -0.3758 -0.4612 -0.5473


no.,calculated total energy (eV)
1,-185603.9258
2,-24859.2531